The following is a quantum chemistry calculation of a 11-piece molecular cluster, C12H46N6O11 overall in a non-equilibrium geometry, from the OMol25 dataset.

Structure (ORCA input):
```
! wB97M-V def2-TZVPD RIJCOSX def2/J DEFGRID3
* xyz 0 1
N 1.58 -0.49 4.66
C 1.93 0.68 3.95
N 1.81 0.63 2.53
O 2.31 1.70 4.51
H 1.26 -0.49 5.62
H 1.52 -1.38 4.19
H 1.54 -0.19 2.11
H 2.56 1.14 2.07
N 0.02 2.47 -3.26
C -0.08 1.12 -3.21
N -1.27 0.70 -3.79
O 0.68 0.31 -2.69
H -0.65 3.01 -3.75
H 0.90 2.91 -3.30
H -1.47 -0.28 -3.80
H -2.05 1.37 -3.78
N -1.42 -1.91 -1.63
C -2.58 -2.52 -1.26
N -2.43 -3.82 -0.97
O -3.63 -1.86 -1.13
H -1.44 -0.93 -1.53
H -0.57 -2.48 -1.67
H -3.29 -4.26 -0.77
H -1.55 -4.23 -0.69
C -3.03 2.94 -1.29
C -2.93 1.51 -0.92
C -3.45 1.28 0.47
O -3.80 0.93 -1.89
H -2.34 3.63 -0.85
H -4.08 3.25 -1.23
H -2.83 3.00 -2.41
H -1.93 1.12 -1.06
H -2.87 1.77 1.22
H -3.69 0.22 0.66
H -4.42 1.73 0.64
H -3.83 0.02 -1.64
C -3.26 -1.36 3.22
C -2.49 -2.12 2.21
C -0.98 -1.81 2.21
O -2.64 -3.56 2.31
H -2.87 -1.58 4.20
H -4.34 -1.60 3.20
H -3.28 -0.25 3.09
H -2.90 -1.76 1.27
H -0.70 -2.50 1.38
H -0.42 -2.06 3.09
H -0.81 -0.75 1.82
H -3.30 -3.71 3.01
C 2.25 3.57 -0.55
C 3.55 3.38 -1.31
C 4.60 2.62 -0.57
O 3.17 2.68 -2.58
H 1.56 2.74 -0.80
H 1.76 4.44 -0.96
H 2.37 3.62 0.53
H 3.89 4.40 -1.59
H 4.32 1.61 -0.30
H 4.84 3.15 0.38
H 5.60 2.50 -1.09
H 2.91 1.81 -2.31
O 2.72 -1.55 -2.43
H 2.14 -0.86 -2.87
H 2.99 -2.10 -3.21
O 2.19 -2.59 2.21
H 2.72 -3.32 2.57
H 2.83 -2.03 1.76
O 3.74 -0.93 0.46
H 2.83 -0.72 0.08
H 4.24 -0.99 -0.38
O 1.09 -3.22 -0.58
H 1.72 -2.64 -1.05
H 1.22 -3.18 0.39
O 0.82 -0.35 -0.11
H 0.96 -0.38 -1.08
H 0.47 -1.17 0.27
*
```

Results
HOMO energy = -9.5 eV
SMILES = NC(N)=O.NC(N)=O.NC(N)=O.CC(C)O.CC(C)O.CC(C)O.O.O.O.O.O
ΔE to the lowest compared entry with this formula, charge and spin = 0.00 kJ/mol
electronic energy = -1641.1051 a.u.

---

The following is a quantum chemistry calculation of C12H48KN24O12 as an isolated structure in a non-equilibrium geometry, from the OMol25 dataset.

Structure (ORCA input):
```
! wB97M-V def2-TZVPD RIJCOSX def2/J DEFGRID3
* xyz 1 1
K 0.47 0.20 0.51
C 1.37 -2.35 -1.28
O 1.30 -1.19 -1.69
N 2.54 -2.83 -0.80
N 0.40 -3.30 -1.25
H 2.58 -3.70 -0.25
H 3.31 -2.15 -0.84
H 0.56 -4.28 -1.19
H -0.42 -2.88 -1.63
C 3.89 0.55 0.25
O 3.41 -0.41 0.86
N 4.71 1.58 0.82
N 3.61 0.81 -1.09
H 5.28 2.04 0.08
H 5.09 1.48 1.71
H 3.19 1.76 -1.18
H 3.00 0.10 -1.53
C -5.52 0.34 -2.76
O -4.51 1.05 -2.83
N -5.85 -0.41 -1.63
N -6.50 0.35 -3.72
H -5.16 -0.40 -0.90
H -6.25 -1.32 -1.64
H -7.40 0.02 -3.42
H -6.47 0.96 -4.53
C 3.61 -4.40 2.24
O 2.52 -4.64 1.73
N 4.08 -3.11 2.25
N 4.36 -5.37 2.81
H 4.89 -2.92 2.83
H 3.59 -2.43 1.74
H 3.88 -6.23 2.89
H 5.01 -5.14 3.54
C 0.57 -2.54 5.25
O 0.75 -1.35 5.47
N -0.42 -2.97 4.51
N 1.41 -3.50 5.85
H -0.59 -2.33 3.78
H -0.33 -3.88 4.13
H 1.53 -3.15 6.80
H 1.08 -4.52 5.94
C -1.51 -2.72 1.03
O -0.95 -1.73 1.50
N -1.04 -4.04 1.39
N -2.57 -2.64 0.18
H -0.04 -4.03 1.31
H -1.37 -4.66 0.61
H -2.98 -1.75 0.10
H -3.12 -3.44 -0.13
C 0.14 1.44 3.42
O -0.24 2.24 2.59
N 1.33 0.72 3.31
N -0.62 1.15 4.43
H 1.73 0.27 4.12
H 1.96 1.18 2.67
H -0.49 0.30 5.03
H -1.59 1.45 4.41
C 2.18 3.58 0.05
O 1.64 2.52 -0.31
N 3.13 4.25 -0.71
N 1.79 4.24 1.21
H 3.88 4.77 -0.25
H 3.47 3.83 -1.60
H 0.92 3.90 1.54
H 1.99 5.20 1.35
C -3.80 0.68 0.99
O -4.23 -0.45 0.60
N -4.02 1.86 0.45
N -2.97 0.72 2.10
H -4.69 1.95 -0.35
H -3.64 2.67 0.89
H -2.60 -0.17 2.30
H -2.20 1.41 2.00
C -1.66 2.82 -1.30
O -1.27 1.67 -1.22
N -2.94 3.21 -1.72
N -0.89 3.87 -0.95
H -3.44 2.44 -2.16
H -3.18 4.09 -1.94
H -1.39 4.55 -0.38
H -0.05 3.59 -0.53
C -1.10 -0.77 -3.72
O -1.27 -1.34 -2.66
N 0.08 -0.81 -4.27
N -2.15 -0.08 -4.30
H 0.85 -1.21 -3.75
H 0.20 -0.66 -5.29
H -2.13 0.24 -5.23
H -2.98 0.10 -3.64
C 1.70 3.17 -3.98
O 2.66 2.73 -3.38
N 1.86 4.28 -4.74
N 0.51 2.49 -4.07
H 1.36 4.63 -5.55
H 2.81 4.44 -4.83
H 0.34 1.61 -3.62
H 0.02 2.69 -4.88
*
```

Results
HOMO energy = -11.0 eV
ΔE to the lowest compared entry with this formula, charge and spin = 0.00 kJ/mol
electronic energy = -3303.4321 a.u.

---

The following is a quantum chemistry calculation of a 12-piece molecular cluster, C12H48O12 overall in a non-equilibrium geometry, from the OMol25 dataset.

Structure (ORCA input):
```
! wB97M-V def2-TZVPD RIJCOSX def2/J DEFGRID3
* xyz 0 1
C 28.55 14.87 8.27
O 29.76 15.35 8.86
H 27.87 15.69 8.03
H 28.76 14.44 7.29
H 28.13 14.13 8.95
H 29.52 15.70 9.72
C 28.64 18.47 8.18
O 28.95 19.85 8.07
H 28.08 18.13 7.30
H 29.54 17.87 8.30
H 28.00 18.34 9.06
H 28.47 20.21 7.31
C 25.14 14.25 8.91
O 25.01 15.65 8.85
H 24.17 13.76 9.08
H 25.52 13.88 7.96
H 25.81 13.90 9.70
H 24.72 15.99 9.72
C 27.55 16.08 4.46
O 26.32 15.68 5.01
H 27.55 17.11 4.10
H 28.39 15.91 5.15
H 27.74 15.47 3.56
H 26.08 16.31 5.71
C 23.66 17.64 11.37
O 24.62 16.58 11.48
H 23.70 18.33 12.22
H 23.93 18.24 10.51
H 22.65 17.26 11.30
H 24.29 15.91 12.07
C 21.56 17.65 3.54
O 21.18 17.55 4.90
H 22.61 17.97 3.44
H 21.50 16.67 3.08
H 20.95 18.38 2.99
H 21.11 18.45 5.26
C 23.82 21.39 4.31
O 23.55 21.62 5.70
H 24.67 22.01 4.01
H 24.14 20.36 4.21
H 22.98 21.63 3.66
H 23.44 22.57 5.82
C 20.94 17.29 8.05
O 20.31 17.29 9.35
H 21.28 18.29 7.80
H 21.82 16.65 8.10
H 20.24 16.95 7.29
H 19.84 16.46 9.43
C 24.27 18.21 6.92
O 25.57 17.61 6.94
H 23.64 17.55 6.30
H 23.85 18.27 7.92
H 24.33 19.16 6.40
H 25.55 16.92 7.63
C 26.69 20.40 5.30
O 27.95 20.99 5.62
H 26.24 20.05 6.22
H 26.02 21.14 4.85
H 26.79 19.56 4.61
H 28.23 21.57 4.91
C 20.12 21.01 5.89
O 21.19 20.08 6.01
H 19.38 20.62 5.20
H 19.64 21.17 6.86
H 20.50 22.00 5.61
H 22.04 20.51 5.84
C 21.71 20.49 9.62
O 21.12 19.76 10.67
H 21.02 20.61 8.78
H 21.96 21.47 10.00
H 22.62 20.02 9.21
H 20.83 18.90 10.35
*
```

Results
HOMO energy = -9.3 eV
SMILES = CO.CO.CO.CO.CO.CO.CO.CO.CO.CO.CO.CO
ΔE to the lowest compared entry with this formula, charge and spin = 459.87 kJ/mol
electronic energy = -1388.6740 a.u.

---

The following is a quantum chemistry calculation of C12H48O12 as an isolated structure in a non-equilibrium geometry, from the OMol25 dataset.

Structure (ORCA input):
```
! wB97M-V def2-TZVPD RIJCOSX def2/J DEFGRID3
* xyz 0 1
C 1.74 0.96 -3.53
O 0.64 1.21 -2.65
H 1.89 -0.10 -3.75
H 1.63 1.52 -4.46
H 2.61 1.25 -2.95
H 0.16 0.42 -2.40
C -0.34 -2.48 2.72
O 0.12 -1.83 3.84
H -0.83 -3.42 3.00
H -1.10 -1.91 2.20
H 0.56 -2.78 2.19
H 0.39 -0.93 3.63
C 1.57 3.37 -0.93
O 1.88 2.02 -1.12
H 2.33 3.99 -0.47
H 1.33 3.77 -1.92
H 0.71 3.32 -0.26
H 1.44 1.85 -1.95
C 2.18 2.23 1.30
O 3.17 3.02 1.94
H 1.40 2.90 0.91
H 2.57 1.61 0.50
H 1.80 1.57 2.08
H 4.00 2.56 1.82
C 0.03 0.38 -0.22
O 0.08 -0.77 0.61
H 1.05 0.69 -0.44
H -0.50 -0.05 -1.08
H -0.43 1.26 0.23
H -0.77 -1.21 0.54
C -0.43 -3.64 -0.83
O 0.02 -4.03 0.44
H -1.41 -3.99 -1.15
H -0.48 -2.56 -0.98
H 0.33 -4.05 -1.49
H -0.47 -4.84 0.61
C -3.27 0.53 -0.76
O -3.26 1.68 -1.57
H -3.78 0.61 0.20
H -3.90 -0.20 -1.27
H -2.21 0.28 -0.64
H -3.70 1.61 -2.42
C -2.59 3.15 0.29
O -3.52 3.59 -0.72
H -1.82 2.47 -0.09
H -2.16 4.06 0.69
H -3.27 2.72 1.03
H -3.61 2.79 -1.24
C 2.12 -1.38 1.01
O 3.51 -1.58 1.19
H 1.70 -1.93 0.17
H 1.49 -1.70 1.84
H 1.78 -0.36 0.87
H 3.79 -1.66 2.11
C -3.00 -2.27 -1.00
O -2.09 -1.88 -0.03
H -2.95 -1.62 -1.87
H -2.75 -3.28 -1.34
H -4.05 -2.23 -0.71
H -1.91 -2.50 0.68
C -1.90 -0.09 2.14
O -2.36 0.60 3.27
H -0.85 -0.32 2.30
H -2.42 -0.99 1.81
H -1.80 0.53 1.25
H -1.89 1.44 3.23
C 3.61 -0.24 -1.30
O 4.14 -1.48 -0.88
H 2.61 -0.12 -0.87
H 4.05 0.62 -0.81
H 3.64 -0.24 -2.39
H 3.70 -1.87 -0.12
*
```

Results
HOMO energy = -8.8 eV
ΔE to the lowest compared entry with this formula, charge and spin = 1657.90 kJ/mol
electronic energy = -1388.2177 a.u.

---

The following is a quantum chemistry calculation of a 12-piece molecular cluster, C12H48O12 overall in a non-equilibrium geometry, from the OMol25 dataset.

Structure (ORCA input):
```
! wB97M-V def2-TZVPD RIJCOSX def2/J DEFGRID3
* xyz 0 1
C 1.82 4.57 -0.65
O 1.43 3.82 0.48
H 2.38 3.95 -1.37
H 0.93 4.90 -1.20
H 2.44 5.41 -0.37
H 0.81 3.17 0.13
C -2.05 2.66 -1.72
O -1.24 3.19 -0.66
H -2.14 3.41 -2.52
H -1.51 1.82 -2.15
H -3.03 2.34 -1.37
H -1.73 3.91 -0.27
C -3.09 -2.62 3.15
O -4.31 -2.11 2.60
H -2.25 -2.55 2.45
H -2.80 -2.02 4.02
H -3.19 -3.64 3.52
H -4.83 -2.88 2.33
C 1.61 1.86 -3.14
O 2.65 0.97 -2.78
H 1.03 2.08 -2.24
H 2.01 2.81 -3.50
H 1.01 1.48 -3.97
H 2.62 0.22 -3.39
C 4.33 -3.07 -0.52
O 3.34 -2.13 -0.85
H 5.07 -2.65 0.17
H 3.84 -3.89 0.01
H 4.87 -3.45 -1.39
H 3.65 -1.54 -1.55
C 4.87 0.59 -0.02
O 4.46 1.67 -0.80
H 5.43 -0.17 -0.59
H 5.53 0.92 0.78
H 4.04 0.07 0.49
H 3.70 1.40 -1.34
C 0.34 -4.12 1.04
O 0.00 -3.12 1.98
H 1.41 -4.10 0.79
H 0.12 -5.09 1.48
H -0.24 -4.02 0.12
H -0.03 -2.27 1.50
C -3.34 -1.65 -0.90
O -2.26 -0.80 -1.25
H -4.08 -1.13 -0.29
H -3.82 -1.97 -1.82
H -2.99 -2.56 -0.39
H -1.73 -0.63 -0.45
C 0.58 -1.49 -3.03
O 1.57 -1.26 -4.06
H 1.07 -1.30 -2.08
H -0.27 -0.82 -3.14
H 0.23 -2.52 -3.05
H 1.16 -1.40 -4.91
C 0.57 0.22 0.25
O -0.43 -0.53 0.95
H 0.80 1.14 0.78
H 1.49 -0.35 0.15
H 0.21 0.51 -0.74
H -0.63 -0.07 1.78
C -3.49 1.83 1.35
O -4.31 0.66 1.39
H -3.42 2.21 2.37
H -2.50 1.61 0.95
H -4.01 2.56 0.73
H -3.85 -0.04 1.87
C -1.96 0.97 4.29
O -0.98 0.87 3.26
H -2.20 2.01 4.52
H -2.88 0.49 3.96
H -1.63 0.45 5.19
H -0.16 1.22 3.62
*
```

Results
HOMO energy = -9.6 eV
SMILES = CO.CO.CO.CO.CO.CO.CO.CO.CO.CO.CO.CO
ΔE to the lowest compared entry with this formula, charge and spin = 444.74 kJ/mol
electronic energy = -1388.6798 a.u.

---

The following is a quantum chemistry calculation of a 16-piece molecular cluster, C12H50F6N21O19S2 overall in a non-equilibrium geometry, from the OMol25 dataset.

Structure (ORCA input):
```
! wB97M-V def2-TZVPD RIJCOSX def2/J DEFGRID3
* xyz -1 1
C -4.68 4.79 20.21
F -4.21 3.67 19.81
F -4.06 5.72 19.50
F -5.97 4.76 19.93
S -4.42 5.16 22.04
O -5.09 6.41 22.26
O -4.97 4.06 22.75
N -2.74 5.30 22.00
S -2.39 5.42 23.49
O -3.20 6.39 24.23
O -2.29 4.11 24.11
C -0.58 6.20 23.56
F -0.64 7.38 22.93
F -0.25 6.45 24.79
F 0.33 5.34 23.03
C 1.65 2.19 27.29
O 0.98 1.27 26.83
N 1.39 2.79 28.42
N 2.84 2.47 26.85
H 0.63 2.53 29.03
H 2.05 3.48 28.75
H 3.34 3.21 27.32
H 3.37 1.80 26.30
C -9.38 11.54 23.72
O -9.19 12.64 24.23
N -8.66 11.02 22.72
N -10.39 10.79 24.06
H -7.84 11.43 22.31
H -8.97 10.07 22.59
H -11.05 11.30 24.63
H -10.77 10.07 23.47
C -5.65 10.38 17.29
O -6.28 11.15 16.65
N -4.35 10.22 17.10
N -6.17 9.58 18.17
H -3.91 10.90 16.49
H -3.72 9.60 17.60
H -7.17 9.72 18.12
H -5.86 8.62 18.18
C -0.75 4.26 14.73
O -0.90 3.50 15.61
N -0.70 5.55 15.00
N -0.70 3.92 13.44
H -0.72 5.82 15.98
H -0.43 6.17 14.26
H -0.95 4.66 12.80
H -0.51 2.97 13.16
C -1.52 12.09 23.24
O -0.67 12.22 22.38
N -1.42 12.73 24.36
N -2.60 11.36 23.17
H -0.59 13.30 24.38
H -2.24 13.05 24.86
H -2.77 10.66 22.47
H -3.24 11.42 23.95
C 0.59 11.38 28.78
O 1.60 12.03 28.54
N 0.19 10.31 28.07
N -0.37 11.70 29.65
H -0.56 9.75 28.44
H 0.52 10.24 27.12
H -1.09 11.00 29.70
H -0.17 12.53 30.20
C 4.82 9.81 24.09
O 4.40 9.00 23.22
N 5.53 10.82 23.77
N 4.55 9.65 25.34
H 5.74 11.51 24.48
H 5.83 10.86 22.81
H 5.07 10.16 26.04
H 3.86 8.97 25.61
C -8.04 3.30 13.21
O -7.19 4.07 12.79
N -8.77 2.57 12.38
N -8.14 2.98 14.51
H -9.15 3.06 11.57
H -9.32 1.81 12.75
H -9.00 2.58 14.87
H -7.40 3.24 15.14
C -4.25 3.79 29.45
O -3.33 4.57 29.61
N -5.39 3.98 29.81
N -4.06 2.57 29.03
H -6.07 3.23 29.73
H -5.69 4.84 30.25
H -4.79 1.87 29.11
H -3.31 2.38 28.38
C -8.60 -0.39 27.30
O -8.17 0.50 28.04
N -8.58 -0.38 26.02
N -9.15 -1.46 27.76
H -9.21 -1.05 25.61
H -8.00 0.32 25.56
H -9.27 -1.68 28.74
H -9.50 -2.16 27.12
O -0.62 2.92 20.22
H -0.58 3.42 19.41
H -1.11 3.48 20.83
O -6.40 8.10 27.37
H -6.08 7.32 26.93
H -6.38 7.88 28.30
O -3.03 0.09 22.29
H -2.80 -0.07 23.20
H -3.98 -0.02 22.25
O -0.98 7.56 19.32
H -1.37 7.09 20.05
H -0.64 8.37 19.71
O -2.03 -0.27 18.28
H -1.78 0.17 17.47
H -2.34 -1.13 18.00
*
```

Results
HOMO energy = -6.5 eV
ΔE to the lowest compared entry with this formula, charge and spin = 86.10 kJ/mol
electronic energy = -4462.4743 a.u.

---

Number 1: Kohn-Sham gap 9.66 eV, LUMO 0.15 eV. Number 2: Kohn-Sham gap 9.43 eV, LUMO -1.59 eV. Number 3: Kohn-Sham gap 9.43 eV, LUMO 0.13 eV. Number 4: Kohn-Sham gap 8.56 eV, LUMO -0.22 eV. Number 5: Kohn-Sham gap 10.11 eV, LUMO 0.55 eV. Number 6: Kohn-Sham gap 8.21 eV, LUMO 1.72 eV.